[1]
{"formula": "C8H21NSi", "method": "wB97M-V/def2-TZVPD", "elements": ["C", "C", "Si", "N", "C", "C", "C", "C", "C", "C", "H", "H", "H", "H", "H", "H", "H", "H", "H", "H", "H", "H", "H", "H", "H", "H", "H", "H", "H", "H", "H"], "positions_angstrom": [[2.3232, 2.0672, -0.7941], [1.9349, 0.4692, -0.8144], [-0.0038, 0.4417, -0.5110], [-0.4381, 1.2151, 0.9355], [0.4833, 1.5976, 1.9973], [-1.7743, 1.5510, 1.4007], [-0.5720, -1.4161, -0.5891], [-0.1741, -2.1057, -1.8766], [0.1912, -2.1301, 0.5502], [-2.0875, -1.5576, -0.5192], [2.1637, 2.6763, -1.6974], [1.8311, 2.5195, 0.0197], [3.4010, 2.2242, -0.6700], [2.3380, 0.0249, 0.0086], [2.2616, -0.0423, -1.7231], [-0.4809, 1.2026, -1.8020], [1.3912, 0.9600, 1.9748], [0.6707, 2.6553, 2.0912], [-0.1354, 1.3974, 2.8055], [-2.3636, 0.9258, 0.6975], [-2.0454, 1.1232, 2.3685], [-2.0764, 2.6355, 1.5211], [-0.7530, -1.8056, -2.8147], [0.9291, -1.8468, -2.1292], [-0.3313, -3.2757, -1.7442], [-0.2724, -1.8748, 1.6335], [1.2432, -1.9104, 0.6500], [-0.1645, -3.1945, 0.5865], [-2.5501, -1.0209, 0.4033], [-2.6486, -0.9613, -1.3639], [-2.2908, -2.5449, -0.5950]], "mulliken_charge": [-1.104, -0.791, 0.235, 0.354, -1.253, -1.045, 1.624, -1.468, -1.396, -1.897, 0.311, 0.277, 0.355, 0.429, 0.409, -0.233, 0.328, 0.307, 0.470, 0.240, 0.427, 0.288, 0.332, 0.255, 0.355, 0.255, 0.306, 0.424, 0.288, 0.300, 0.620], "orbital_gap_ev": 9.37, "homo_ev": -8.53, "spin_multiplicity": 1, "fmax_ev_per_a": 5.64, "lumo_energy_ev": 0.8, "relative_energy_kcal_mol": 53.23, "smiles": "CC[Si@H](N(C)C)C(C)(C)C"}



[2]
{"formula": "C4H5N3", "method": "wB97M-V/def2-TZVPD", "elements": ["C", "C", "C", "C", "H", "H", "H", "H", "H", "N", "N", "N"], "positions_angstrom": [[0.9812, -0.9789, -0.6177], [0.1762, 0.2431, -1.3306], [-1.1183, 0.6729, 1.6836], [0.0400, -0.5450, 0.6511], [2.1647, -0.9741, -0.3339], [0.9046, -1.9423, -1.2828], [-0.4048, -0.2018, -2.1090], [0.8780, 0.9980, -1.5040], [-1.5935, 1.4860, 2.5497], [-0.4918, 0.3975, -0.1578], [-1.3020, 1.1884, 0.5686], [-0.2344, -0.3438, 1.8829]], "mulliken_charge": [-0.458, -0.541, 0.130, 0.261, 0.226, 0.219, 0.333, 0.336, 0.261, 0.720, -0.871, -0.616], "orbital_gap_ev": 10.78, "homo_ev": -9.95, "spin_multiplicity": 1, "fmax_ev_per_a": 9.50, "lumo_energy_ev": 0.8, "relative_energy_kcal_mol": 104.22}



[3]
{"formula": "C15H28BrInNOSr", "method": "wB97M-V/def2-TZVPD", "elements": ["C", "C", "In", "C", "C", "O", "C", "C", "C", "C", "N", "C", "C", "C", "C", "C", "C", "C", "Br", "H", "H", "H", "H", "H", "H", "H", "H", "H", "H", "H", "H", "H", "H", "H", "H", "H", "H", "H", "H", "H", "H", "H", "H", "H", "H", "H", "H", "Sr"], "positions_angstrom": [[1.3908, -1.2628, 2.5682], [0.7879, 0.1967, 2.8938], [-0.7120, 0.9206, 1.3134], [-1.2657, -0.6940, -0.1636], [-1.6077, -2.1221, 0.4813], [-2.9954, -2.2188, 0.9185], [0.4450, 2.4944, 0.1043], [0.7690, 2.0124, -1.3959], [2.0682, 1.0188, -1.3992], [2.1849, 0.1401, -2.7377], [2.7673, -1.2130, -2.5243], [2.6253, -2.0726, -1.3688], [3.4177, -3.3923, -1.5187], [4.0391, -3.2686, -2.9530], [3.5895, -1.8744, -3.5210], [-2.4515, 1.7893, 2.4794], [-3.6850, 2.2780, 1.5957], [-3.9223, 1.4545, 0.2274], [-5.3536, 1.9333, 2.7388], [1.1011, -1.5323, 1.4967], [0.9428, -2.0953, 3.2393], [2.5248, -1.2459, 2.7531], [1.5740, 1.0184, 2.9940], [0.1839, 0.0861, 3.8793], [-0.3342, -0.8559, -0.8370], [-2.1096, -0.3892, -0.8936], [-1.4593, -2.9398, -0.3302], [-0.9035, -2.3962, 1.3371], [-3.4470, -2.8289, 0.2973], [-0.0996, 3.5021, 0.0711], [1.4671, 2.6794, 0.6161], [-0.0710, 1.4309, -1.9090], [1.0888, 2.9139, -2.0515], [1.9864, 0.4130, -0.4304], [3.0125, 1.6714, -1.3412], [2.9262, 0.7016, -3.4294], [1.2020, 0.0762, -3.3433], [1.9873, -1.7249, -0.4955], [3.4935, -4.2192, -0.7378], [4.6775, -4.0711, -3.4421], [3.8683, -1.4770, -4.5575], [-2.7789, 1.0688, 3.3138], [-2.0405, 2.7275, 3.0274], [-3.6980, 3.4417, 1.4129], [-5.0412, 1.6029, -0.0580], [-3.2857, 1.9285, -0.5933], [-3.7837, 0.3283, 0.3589], [-5.0753, 4.0657, 1.9143]], "mulliken_charge": [-0.091, -0.748, 0.963, -0.531, -0.448, -0.521, -1.102, -0.454, -0.301, -0.627, 0.243, -0.136, -0.557, -0.485, -0.388, -0.979, -0.444, -0.606, -0.306, -0.463, 0.297, 0.249, 0.296, 0.197, -0.019, 0.261, 0.405, 0.060, 0.337, 0.208, 0.282, 0.219, 0.408, 0.044, 0.427, 0.371, 0.184, 0.178, 0.320, 0.311, 0.319, 0.475, 0.240, 0.153, 0.447, 0.331, 0.125, 1.853], "orbital_gap_ev": 2.84, "total_charge": 1, "homo_ev": -8.74, "spin_multiplicity": 1, "fmax_ev_per_a": 13.78, "lumo_energy_ev": -5.9}



[4]
{"formula": "CH3FOS", "method": "wB97M-V/def2-TZVPD", "elements": ["O", "C", "S", "H", "H", "F", "H"], "positions_angstrom": [[1.4116, -0.6568, -0.6697], [0.8518, 0.2622, 0.1185], [0.0239, 1.5303, -0.4375], [1.8577, -1.3264, -0.1314], [1.0017, 0.0868, 1.1884], [-2.6794, -0.2399, -0.3822], [-2.4674, 0.3438, 0.3138]], "mulliken_charge": [-0.382, 0.087, -0.297, 0.359, 0.245, -0.383, 0.371], "orbital_gap_ev": 9.42, "homo_ev": -9.21, "spin_multiplicity": 1, "fmax_ev_per_a": 0.45, "lumo_energy_ev": 0.2, "relative_energy_kcal_mol": 6.86, "smiles": "OC=S.F"}



[5]
{"formula": "C22H44O13S5", "method": "wB97M-V/def2-TZVPD", "elements": ["C", "O", "C", "C", "C", "C", "C", "O", "O", "S", "O", "O", "H", "H", "H", "H", "H", "H", "H", "H", "H", "H", "H", "H", "O", "S", "O", "C", "C", "C", "C", "H", "H", "H", "H", "H", "H", "H", "H", "O", "S", "O", "C", "C", "C", "C", "H", "H", "H", "H", "H", "H", "H", "H", "O", "S", "O", "C", "C", "C", "C", "H", "H", "H", "H", "H", "H", "H", "H", "O", "S", "O", "C", "C", "C", "C", "H", "H", "H", "H", "H", "H", "H", "H"], "positions_angstrom": [[-2.7521, 0.5204, -1.3928], [-2.5209, -0.8877, -1.3827], [-2.4861, -1.4102, -2.6762], [-1.3924, -0.7827, -3.5831], [-0.2480, -1.7866, -3.8930], [0.6385, -1.2785, -5.0577], [0.2074, 0.0313, -5.6293], [1.0811, 0.3892, -6.6506], [-1.1166, -0.0032, -6.2036], [-2.2279, -0.4697, -5.1471], [-3.2475, 0.5135, -4.9779], [-2.7056, -1.7320, -5.5999], [-3.4241, 0.8115, -0.5934], [-1.8171, 1.0458, -1.2342], [-3.1403, 0.8576, -2.3498], [-2.2652, -2.4687, -2.6148], [-3.4541, -1.3462, -3.1677], [-0.9063, 0.0853, -3.1546], [0.3652, -1.8364, -3.0049], [-0.7121, -2.7304, -4.1323], [1.6437, -1.1066, -4.6953], [0.6956, -2.0392, -5.8254], [0.2153, 0.8318, -4.8882], [1.1449, 1.3549, -6.6815], [-0.8280, 2.7956, -1.8011], [-0.4567, 4.1818, -1.9551], [-0.0078, 4.9665, -0.8371], [0.7299, 4.3024, -3.2895], [-0.1279, 4.4787, -4.5401], [-1.2290, 5.4762, -4.1573], [-1.7932, 5.0359, -2.8002], [1.3482, 3.4076, -3.3025], [1.3465, 5.1804, -3.1016], [0.4646, 4.8327, -5.3827], [-0.5796, 3.5235, -4.8218], [-0.8001, 6.4763, -4.0720], [-2.0133, 5.5198, -4.9107], [-2.1098, 5.8767, -2.1893], [-2.6146, 4.3309, -2.9146], [0.7160, -4.5248, 0.3124], [-0.6288, -4.4905, -0.2137], [-0.9008, -4.1876, -1.5980], [-1.4498, -6.0133, 0.2424], [-2.0676, -5.7064, 1.6056], [-2.6717, -4.2997, 1.4795], [-1.6182, -3.4100, 0.8086], [-0.7251, -6.8239, 0.2609], [-2.2174, -6.2108, -0.5050], [-2.8172, -6.4482, 1.8766], [-1.2942, -5.7118, 2.3764], [-3.5678, -4.3465, 0.8574], [-2.9656, -3.8933, 2.4455], [-2.0634, -2.6508, 0.1684], [-0.9605, -2.9435, 1.5421], [0.7112, -1.0858, 2.6145], [1.6819, -0.4191, 1.7746], [1.3380, 0.7593, 1.0191], [3.1475, -0.0982, 2.7444], [3.9959, -1.3537, 2.5717], [3.9061, -1.7179, 1.0832], [2.4276, -1.6323, 0.6824], [2.8673, 0.0988, 3.7750], [3.6426, 0.7740, 2.3199], [5.0238, -1.1847, 2.8880], [3.5863, -2.1658, 3.1760], [4.4908, -1.0049, 0.4979], [4.3066, -2.7106, 0.8842], [2.3034, -1.3072, -0.3474], [1.9172, -2.5808, 0.8344], [3.0823, 1.8915, 5.6130], [2.3798, 1.3255, 6.7392], [2.8886, 0.1740, 7.4398], [2.0378, 2.6339, 7.9099], [0.6913, 3.1947, 7.4611], [-0.1777, 1.9767, 7.1181], [0.6731, 1.0333, 6.2576], [2.8453, 3.3614, 7.8841], [1.9707, 2.1803, 8.8980], [0.2389, 3.8102, 8.2369], [0.8244, 3.8159, 6.5731], [-0.4734, 1.4702, 8.0389], [-1.0886, 2.2644, 6.5963], [0.4352, -0.0126, 6.4305], [0.5845, 1.2625, 5.1971]], "mulliken_charge": [-0.862, -0.364, -1.101, 0.542, -0.790, -0.871, 0.382, -0.584, -0.325, 1.350, -0.672, -0.700, 0.387, 0.430, 0.286, 0.347, 0.474, 0.250, 0.230, 0.503, 0.373, 0.271, 0.083, 0.392, -0.515, 0.994, -0.714, -0.776, -0.250, -0.716, -0.686, 0.409, 0.377, 0.408, -0.006, 0.310, 0.377, 0.367, 0.360, -0.707, 1.136, -0.640, -0.766, -0.630, -0.843, 0.356, 0.416, 0.318, 0.384, 0.293, 0.320, 0.393, -0.126, 0.120, -0.658, 1.162, -0.664, -0.114, -0.676, -0.847, -0.026, -0.217, 0.368, 0.407, 0.288, 0.318, 0.375, 0.266, -0.002, -0.626, 1.145, -0.693, -0.678, -0.594, -0.711, -0.478, 0.389, 0.343, 0.346, 0.295, 0.310, 0.335, 0.410, 0.230], "orbital_gap_ev": 9.82, "homo_ev": -9.57, "spin_multiplicity": 1, "fmax_ev_per_a": 1.31, "lumo_energy_ev": 0.3, "smiles": "COC[C@H]1CC[C@@H](O)OS1(=O)=O.O=S1(=O)CCCC1.O=S1(=O)CCCC1.O=S1(=O)CCCC1.O=S1(=O)CCCC1"}